# C16H21NO4S

C16H21NO4S in the gas phase (ωB97M-V/def2-TZVPD, OMol25).

Its structure (SMILES) is CCCC(=O)N(c1ccc(OCC)cc1)[C@@H]1C=CS(=O)(=O)C1.

CARTESIAN COORDINATES (ANGSTROEM)
1 C -2.828641 -3.803252 -1.183146
2 C -1.481304 -3.550098 -0.518923
3 C -1.631554 -2.894650 0.859463
4 C -2.334365 -1.557449 0.770024
5 O -3.513593 -1.416777 1.029717
6 N -1.574640 -0.506466 0.350543
7 C -0.176288 -0.564426 0.092505
8 C 0.732879 -0.549818 1.139283
9 C 2.093425 -0.537094 0.897930
10 C 2.569723 -0.528282 -0.409573
11 O 3.869977 -0.484473 -0.779147
12 C 4.884480 -0.384628 0.202577
13 C 5.232047 -1.734222 0.825327
14 C 1.650813 -0.567412 -1.461248
15 C 0.297450 -0.581572 -1.214984
16 C -2.208620 0.805952 0.237587
17 C -2.123063 1.289495 -1.189279
18 C -1.285893 2.266564 -1.462145
19 S -0.476604 2.819581 0.039368
20 O -0.695208 4.224102 0.248364
21 O 0.883937 2.358745 0.081769
22 C -1.561041 1.844825 1.141528
23 H -3.434875 -4.467181 -0.571554
24 H -2.690757 -4.262382 -2.159461
25 H -3.376278 -2.872921 -1.311036
26 H -0.864056 -2.915573 -1.157397
27 H -0.956231 -4.499424 -0.390781
28 H -2.244284 -3.535162 1.496128
29 H -0.647823 -2.773185 1.312649
30 H 0.376235 -0.551376 2.159914
31 H 2.765483 -0.509335 1.740198
32 H 5.750913 0.002566 -0.341123
33 H 4.604833 0.345848 0.970081
34 H 6.048705 -1.611693 1.531417
35 H 5.539195 -2.429493 0.048143
36 H 4.376621 -2.158754 1.344888
37 H 2.031223 -0.566775 -2.470168
38 H -0.399670 -0.598583 -2.039346
39 H -3.256797 0.628679 0.516352
40 H -2.724628 0.770677 -1.921026
41 H -1.065121 2.717091 -2.408253
42 H -2.285551 2.545616 1.543350
43 H -0.965834 1.411205 1.936292

Cartesian forces (eV/Å) of the 2 atoms listed first:
0.23 0.01 0.00
-0.14 -0.01 0.02

---

# C16H21NO8

C16H21NO8 in the gas phase (ωB97M-V/def2-TZVPD, OMol25).

Its structure (SMILES) is CCOC(=O)NC(=O)COC(=O)Cc1cc(OC)c(OC)c(OC)c1.

CARTESIAN COORDINATES (ANGSTROEM)
1 C -6.839231 -0.608726 1.185184
2 C -6.753954 0.325498 -0.011912
3 O -5.464527 0.943895 -0.099086
4 C -4.494344 0.225749 -0.668516
5 O -4.633172 -0.858706 -1.163841
6 N -3.326177 0.965615 -0.631763
7 C -2.016786 0.616812 -0.898514
8 O -1.137698 1.419289 -0.709647
9 C -1.757675 -0.766104 -1.483521
10 O -0.647491 -1.366058 -0.827251
11 C -0.692464 -1.303706 0.506215
12 O -1.609939 -0.793622 1.100697
13 C 0.538665 -1.905519 1.133583
14 C 1.742139 -1.081509 0.741119
15 C 2.906307 -1.689316 0.298677
16 C 3.994946 -0.913463 -0.070618
17 O 5.181872 -1.411268 -0.519862
18 C 5.333806 -2.804974 -0.601964
19 C 3.927063 0.491817 -0.013677
20 O 5.075100 1.129356 -0.391692
21 C 5.012216 2.436788 -0.915214
22 C 2.748110 1.097397 0.444859
23 O 2.711714 2.462648 0.514325
24 C 1.481870 3.086076 0.812841
25 C 1.672585 0.298098 0.819496
26 H -7.843178 -1.016672 1.256522
27 H -6.607210 -0.070252 2.100561
28 H -6.133247 -1.427121 1.069009
29 H -7.454096 1.157390 0.082693
30 H -6.946102 -0.223061 -0.939232
31 H -3.421968 1.875607 -0.191306
32 H -2.640443 -1.403160 -1.392364
33 H -1.464626 -0.665455 -2.530682
34 H 0.656914 -2.929683 0.779310
35 H 0.404264 -1.908617 2.217273
36 H 2.952417 -2.764309 0.238941
37 H 6.346064 -2.967395 -0.969240
38 H 5.225332 -3.282912 0.377670
39 H 4.620427 -3.250659 -1.303941
40 H 5.985824 2.606476 -1.375707
41 H 4.230801 2.529478 -1.673759
42 H 4.842756 3.180866 -0.133910
43 H 0.685637 2.751935 0.143038
44 H 1.186248 2.906521 1.851594
45 H 1.658416 4.151697 0.671091
46 H 0.762830 0.753248 1.172531

Cartesian forces (eV/Å) of the 2 atoms listed first:
0.20 0.26 -0.26
-0.37 -0.39 0.01

---

# C16H22AgBrGeSi

A molecular structure, C16H22AgBrGeSi (ωB97M-V/def2-TZVPD, OMol25).

Its charge is -2.

CARTESIAN COORDINATES (ANGSTROEM)
1 Ag 0.347997 -0.336766 -0.428246
2 C -0.551128 0.781649 -5.408736
3 Ge -0.431504 0.127540 -3.486851
4 C 0.858404 -1.371568 -3.704665
5 C -2.215173 -0.706189 -3.233729
6 C 0.050170 1.281636 -2.027570
7 H -0.830896 -0.044953 -6.069858
8 H 0.412280 1.171555 -5.750964
9 H -1.293856 1.576050 -5.531568
10 H 0.485854 -2.128524 -4.402799
11 H 1.050469 -1.853738 -2.744573
12 H 1.817195 -1.006759 -4.085444
13 H -2.407496 -1.460604 -4.002573
14 H -3.008239 0.045573 -3.294929
15 H -2.286878 -1.189109 -2.258176
16 H -0.743231 2.024865 -1.886940
17 H 0.953595 1.843174 -2.293406
18 C 3.243441 -5.839628 -0.611352
19 C 3.034943 -5.370334 0.679652
20 C 1.995522 -4.490278 0.944653
21 C 1.121092 -4.044612 -0.053746
22 C 1.368141 -4.521098 -1.345882
23 C 2.401136 -5.405898 -1.625941
24 Si -0.230187 -2.721210 0.368867
25 C -1.844527 -3.625801 -0.206376
26 C -2.135675 -3.890934 -1.549545
27 C -3.318742 -4.500354 -1.944068
28 C -4.273744 -4.850769 -0.999077
29 C -4.027881 -4.573089 0.340256
30 C -2.836118 -3.971290 0.718896
31 H 4.055022 -6.527821 -0.822654
32 H 3.694407 -5.689263 1.480589
33 H 1.855254 -4.125243 1.956888
34 H 0.746722 -4.189396 -2.169787
35 H 2.561497 -5.742729 -2.645225
36 H -0.377307 -3.135816 1.819648
37 H -1.430140 -3.588995 -2.316054
38 H -3.512432 -4.685617 -2.995776
39 H -5.199220 -5.330598 -1.299176
40 H -4.773389 -4.829967 1.086571
41 H -2.657403 -3.764657 1.769810
42 Br 2.023557 0.421986 1.737149

Cartesian forces (eV/Å) of the 2 atoms listed first:
-0.29 -0.12 0.16
0.02 0.09 0.17

---

# C16H22BGaO10P

A molecular structure, C16H22BGaO10P (ωB97M-V/def2-TZVPD, OMol25).

Its charge is -1.

CARTESIAN COORDINATES (ANGSTROEM)
1 Ga 0.131508 0.093161 -0.377312
2 O -1.241361 -0.324454 -3.952781
3 C -1.000941 -0.138631 -2.788784
4 O 0.181300 -0.257639 -2.225291
5 C -2.125677 0.335043 -1.793779
6 O -3.276088 0.422547 -2.136141
7 O -1.672437 0.639384 -0.594067
8 O 2.588058 1.486309 1.067030
9 B 1.475230 1.549579 0.215598
10 O 1.371705 2.853672 -0.302771
11 C 2.421340 3.566440 0.228537
12 C 2.761576 4.882682 0.023483
13 C 3.891707 5.351221 0.696154
14 C 4.632669 4.517437 1.529945
15 C 4.273464 3.182270 1.724593
16 C 3.157401 2.738860 1.057133
17 H 2.170415 5.516832 -0.627620
18 H 4.199816 6.381870 0.564223
19 H 5.507291 4.910356 2.035899
20 H 4.840219 2.523942 2.373984
21 C -2.533971 -0.910536 2.124868
22 C -3.060652 -2.126828 1.370280
23 C -4.269647 -1.745788 0.537158
24 C -3.420504 -3.243828 2.342215
25 O -2.106392 -2.617558 0.384888
26 P -0.526854 -2.777680 0.425557
27 O -0.064031 -3.419543 -0.810368
28 O 0.080051 -1.394429 0.782847
29 O -0.203819 -3.590008 1.774905
30 C 0.188948 -4.995625 1.868317
31 C 0.165695 -5.273728 3.362359
32 C 1.605724 -5.151047 1.325324
33 C -0.779213 -5.937182 1.151561
34 H -3.307815 -0.561656 2.810297
35 H -2.291110 -0.108733 1.426283
36 H -1.638668 -1.160020 2.700996
37 H -5.077926 -1.405688 1.190809
38 H -4.613083 -2.612999 -0.035890
39 H -4.011874 -0.951959 -0.169792
40 H -4.215529 -2.898823 3.008043
41 H -2.555911 -3.528707 2.943093
42 H -3.780886 -4.120004 1.794718
43 H 0.821211 -4.570943 3.887390
44 H 0.509357 -6.294191 3.556348
45 H -0.849315 -5.165221 3.755546
46 H 2.299162 -4.536669 1.908996
47 H 1.638133 -4.829459 0.281629
48 H 1.920361 -6.196638 1.386699
49 H -1.785751 -5.830385 1.562018
50 H -0.451529 -6.969800 1.299556
51 H -0.810192 -5.724434 0.080220

Cartesian forces (eV/Å) of the 2 atoms listed first:
-0.03 -0.05 0.10
0.01 0.00 -0.03

---

# C16H22Br2N3O5S2

A molecular structure, C16H22Br2N3O5S2 (ωB97M-V/def2-TZVPD, OMol25).

Its charge is -1.

CARTESIAN COORDINATES (ANGSTROEM)
1 C 5.040968 -0.918879 2.574268
2 C 4.165416 -0.170326 1.557093
3 Br 2.889978 0.981882 2.466157
4 C 3.584158 -1.106819 0.525492
5 Br 2.739445 -0.150025 -0.938340
6 S 2.538827 -2.446748 1.233849
7 O 3.360036 -3.593739 0.971400
8 O 2.405922 -2.175467 2.642048
9 N 1.184984 -2.562496 0.373189
10 S -0.141914 -2.857521 1.251570
11 O -1.139551 -3.301007 0.312115
12 O 0.044729 -3.794325 2.318149
13 C -0.886008 -1.340290 1.901621
14 C -0.542019 -0.134563 1.039187
15 C -1.039527 1.143746 1.693860
16 O -0.316644 2.257850 1.155615
17 H 5.144535 -1.952547 2.270436
18 H 5.999126 -0.431902 2.674508
19 H 4.514843 -0.938048 3.512334
20 H 4.811104 0.503143 1.018476
21 H 4.420299 -1.624858 0.088753
22 H -1.954552 -1.467150 1.819619
23 H -0.588347 -1.204307 2.931684
24 H 0.527515 -0.048248 0.985974
25 H -0.982101 -0.256529 0.060862
26 H -0.868016 1.041474 2.761016
27 H -2.092812 1.267292 1.459680
28 H -0.164794 2.864264 1.892822
29 N 2.980070 1.718189 -4.942370
30 C 3.380346 1.040830 -6.014728
31 C 2.655576 0.008688 -6.589884
32 C 1.444805 -0.342571 -6.016332
33 C 1.011435 0.350438 -4.899952
34 C 1.813010 1.368520 -4.406131
35 H 4.335579 1.345725 -6.429394
36 H 3.032131 -0.506466 -7.463170
37 H 0.849015 -1.144837 -6.432188
38 H 0.074473 0.107991 -4.418506
39 H 1.511451 1.936729 -3.532873
40 N -4.698091 0.782252 2.321331
41 C -5.625587 0.094810 1.661129
42 C -6.752794 0.670774 1.093962
43 C -6.927335 2.037975 1.223104
44 C -5.971708 2.769456 1.908104
45 C -4.880238 2.094691 2.433291
46 H -5.449220 -0.972605 1.585892
47 H -7.472667 0.061395 0.565274
48 H -7.793822 2.526391 0.795468
49 H -6.067396 3.839448 2.032001
50 H -4.104633 2.628321 2.972534

Cartesian forces (eV/Å) of the 2 atoms listed first:
-0.73 0.02 -0.15
0.60 -0.22 0.19

---

# C16H22BrN2O3PSiTl

A molecular structure, C16H22BrN2O3PSiTl (ωB97M-V/def2-TZVPD, OMol25).

Its charge is +3.

CARTESIAN COORDINATES (ANGSTROEM)
1 C 2.916441 -0.244864 2.349108
2 Si 3.223774 -1.524940 0.934059
3 C 4.843700 -1.036793 0.057439
4 C 3.482283 -3.269726 1.624317
5 O 1.817148 -1.396199 -0.095691
6 C 1.981931 -0.251268 -0.943904
7 C 0.679632 0.166233 -1.720301
8 C -0.626382 0.098894 -0.897997
9 C -1.071552 1.196836 0.004163
10 C -0.199305 2.472862 0.170108
11 C -0.715811 3.625437 -0.936134
12 C -2.296150 4.022213 -0.806636
13 O -1.669964 3.161109 -1.950115
14 C -2.361681 1.092703 0.734949
15 C -3.192658 -0.104071 0.529871
16 P -4.865881 -0.241857 1.397579
17 O -4.660551 -0.427216 3.010855
18 Br -5.972075 1.676492 0.991048
19 C -2.789274 -1.243363 -0.338675
20 N -3.684910 -2.288828 -0.421853
21 C -3.179116 -3.232365 -1.240506
22 C -1.871723 -3.164369 -1.982811
23 N -1.042610 -2.105740 -1.905397
24 C -1.503329 -1.124348 -1.052276
25 H 3.544384 -0.461680 3.249674
26 H 3.175659 0.775253 1.944855
27 H 1.845842 -0.234108 2.690758
28 H 4.739291 -0.054688 -0.483937
29 H 5.052811 -1.797026 -0.754122
30 H 5.703674 -0.927081 0.763778
31 H 3.560174 -4.012948 0.774584
32 H 2.672558 -3.626440 2.308502
33 H 4.479658 -3.334390 2.151021
34 H 2.437944 0.573648 -0.318595
35 H 2.740326 -0.536984 -1.735368
36 H 0.820417 1.235786 -2.056335
37 H 0.612220 -0.446110 -2.663121
38 H -0.264958 2.963407 1.168348
39 H 0.845048 2.246096 -0.163846
40 H 0.024130 4.472793 -1.202900
41 H -3.066417 3.230019 -0.685066
42 H -2.533994 5.084547 -1.119203
43 H -2.744293 1.873737 1.427585
44 H -3.869952 -0.990101 3.196213
45 H -3.796867 -4.160224 -1.378142
46 H -1.576841 -4.037823 -2.619030
47 Tl -1.642748 6.307484 -2.006852

Cartesian forces (eV/Å) of the 2 atoms listed first:
-0.47 0.61 0.20
0.63 -0.70 0.82

---

| no. | electronic energy (hartree) |
| --- | --- |
| 1 | -1376.16202 |
| 2 | -1278.97131 |
| 3 | -5710.29432 |
| 4 | -3666.74076 |
| 5 | -7107.77024 |
| 6 | -4334.17088 |